# 1
The following is a quantum chemistry calculation of C2CuFO as an isolated structure, from the Open Molecules 2025 dataset.

Output
LUMO (spin up / spin down)	-7.1 / -8.4	eV
<S²>	0.762

Geometry as ORCA input:
```
! RIJCOSX wB97M-V def2-TZVPD def2/J DEFGRID3
* xyz 1 2
C 0.69065 1.17651 -0.57981
C 0.55791 -0.22275 -0.39004
O 0.30373 0.61448 0.81511
F 1.56450 -1.06802 -0.28274
Cu -1.58842 0.16773 0.08486
*
```

Mulliken population analysis, charges in e, atoms 1 to 4: 0.305, 0.229, -0.227, -0.091

=====

# 2
The following is a quantum chemistry calculation of an isolated molecule of C4H10N2O5, from the Open Molecules 2025 dataset.

Output
SMILES string	[O-]/[N+](=N\O)C(CO)(CO)CO
LUMO	0.4	eV
energy above the lowest of the compared OMol25 structures with the same formula, charge and spin	30.9	kJ/mol

Geometry as ORCA input:
```
! RIJCOSX wB97M-V def2-TZVPD def2/J DEFGRID3
* xyz 0 1
O -1.48366 -0.32140 1.40408
N -1.22571 -0.14072 0.23598
N -2.03066 0.00177 -0.68779
O -3.36150 -0.17693 -0.38116
C 0.26588 0.05451 -0.09443
C 0.34464 1.51024 -0.54845
O -0.30317 2.35100 0.38219
C 1.04973 -0.09854 1.23370
O 2.46297 0.05256 0.91016
C 0.55450 -1.04160 -1.18449
O 0.04248 -2.26322 -0.70910
H -3.90475 -0.03202 -1.15093
H 1.48083 1.75747 -0.57349
H -0.33837 1.77089 -1.37495
H -0.12289 2.00384 1.26900
H 0.77708 -1.02447 1.85386
H 0.93339 0.81894 1.83226
H 2.80015 -0.72906 0.66372
H 1.58802 -1.20893 -1.16334
H 0.04426 -0.79264 -2.10677
H 0.42677 -2.49169 0.18993
*
```

Mulliken population analysis, charges in e, atoms 1 to 4: -0.774, 1.547, -0.685, -0.403

=====

Question: Number 1 is which compound?
Answer: C2CuFO